Entry 1:
The following is a DFT calculation (ωB97M-V/def2-TZVPD) of a cluster of 2 separate species, C4H8O2 in total at a distorted geometry.

As for the SMILES: C=CC(=C)O.O. The calculation puts the relative energy (zero: lowest compared OMol25 entry of this formula, charge and spin) at 371.0 kJ/mol. Its total energy is -307.5711 hartree. The HOMO energy comes out at -8.79 eV. Its HOMO-LUMO gap is 9.28 eV.

```
! wB97M-V def2-TZVPD RIJCOSX def2/J DEFGRID3
* xyz 0 1
C 0.8639 2.5440 -0.0073
C 0.3864 1.3634 0.3639
C 0.7180 0.1793 -0.5045
C -0.2422 -0.1229 -1.3965
O 2.0555 -0.3120 -0.5773
H 1.8579 2.4791 -0.5302
H 0.4896 3.3873 0.6078
H -0.5221 1.1808 1.0623
H 0.1987 -0.4215 -2.3526
H -1.2759 -0.0412 -1.4785
H 2.2014 -0.3792 0.3971
O -2.6109 -3.4213 1.4235
H -2.0621 -2.7232 0.8992
H -2.0582 -3.7124 2.0930
*
```


Entry 2:
The following is a DFT calculation (ωB97M-V/def2-TZVPD) of an isolated molecule of C4H8O2 at a distorted geometry.

As for the SMILES: O[C@H]1CCOC1. The calculation puts the relative energy (zero: lowest compared OMol25 entry of this formula, charge and spin) at 278.7 kJ/mol. Its total energy is -307.6063 hartree. The HOMO energy comes out at -9.29 eV. Its HOMO-LUMO gap is 10.29 eV.

```
! wB97M-V def2-TZVPD RIJCOSX def2/J DEFGRID3
* xyz 0 1
O 1.0540 -1.0181 -1.4809
C 0.6771 0.1815 -0.8823
C -1.0258 0.2320 -0.5304
C -0.9771 -0.1037 0.9377
O 0.3206 -0.6167 1.2107
C 1.2112 0.2680 0.5213
H 0.9921 -1.6718 -0.7598
H 0.2587 0.9643 -1.4685
H -1.4225 -0.5239 -1.2090
H -1.6215 1.1658 -0.7171
H -1.7080 -0.8546 1.2159
H -1.1231 0.8051 1.5413
H 1.1379 1.2860 0.9189
H 2.2264 -0.1140 0.7022
*
```